{"formula": "C39H92FIN3O7PS2", "method": "wB97M-V/def2-TZVPD", "symbols": ["C", "C", "C", "C", "C", "C", "C", "C", "C", "C", "C", "O", "C", "I", "C", "N", "F", "C", "C", "C", "S", "C", "S", "N", "C", "C", "C", "C", "P", "N", "H", "H", "H", "H", "H", "H", "H", "H", "H", "H", "H", "H", "H", "H", "H", "H", "H", "H", "H", "H", "H", "H", "H", "H", "H", "H", "H", "H", "H", "H", "H", "H", "H", "H", "H", "H", "H", "H", "H", "H", "H", "H", "H", "H", "C", "C", "C", "O", "H", "H", "H", "H", "H", "H", "H", "H", "C", "C", "C", "O", "H", "H", "H", "H", "H", "H", "H", "H", "C", "C", "C", "O", "H", "H", "H", "H", "H", "H", "H", "H", "C", "C", "C", "O", "H", "H", "H", "H", "H", "H", "H", "H", "C", "C", "C", "O", "H", "H", "H", "H", "H", "H", "H", "H", "C", "C", "C", "O", "H", "H", "H", "H", "H", "H", "H", "H"], "xyz": [[2.880, -1.997, -6.583], [2.003, -0.865, -7.383], [0.376, -0.974, -7.141], [-0.057, -0.268, -5.717], [-0.579, -1.418, -4.669], [-1.918, -2.240, -5.166], [-3.131, -2.286, -4.042], [-3.078, -3.665, -3.098], [-2.076, -3.277, -1.833], [-1.041, -4.507, -1.474], [0.556, -4.111, -1.636], [0.938, -2.851, -0.981], [0.671, -2.866, 0.466], [-0.700, -1.175, 0.865], [2.071, -2.516, 1.310], [2.726, -1.333, 0.632], [3.953, -1.800, 0.235], [2.941, -0.165, 1.595], [2.653, 1.274, 0.857], [3.844, 2.388, 1.023], [5.573, 1.755, 0.637], [5.715, 1.272, -1.194], [4.467, 1.783, -2.243], [6.951, 0.494, -1.588], [7.598, 1.029, -2.846], [9.229, 1.128, -2.515], [6.722, -1.000, -1.630], [5.674, -1.514, -2.782], [1.661, -5.633, -1.198], [0.803, -6.567, -0.170], [3.420, -1.571, -5.624], [2.189, -2.896, -6.241], [3.653, -2.439, -7.361], [2.215, -0.927, -8.555], [2.407, 0.196, -7.030], [-0.194, -0.431, -8.035], [0.043, -2.116, -7.161], [0.925, 0.263, -5.302], [-0.880, 0.572, -5.826], [0.233, -2.223, -4.385], [-0.900, -0.851, -3.669], [-2.358, -1.844, -6.197], [-1.574, -3.363, -5.336], [-3.064, -1.350, -3.305], [-4.193, -2.288, -4.535], [-2.616, -4.579, -3.693], [-4.127, -3.899, -2.623], [-2.666, -2.904, -0.876], [-1.388, -2.364, -2.172], [-1.314, -4.841, -0.361], [-1.206, -5.479, -2.134], [0.718, -3.936, -2.806], [0.300, -3.890, 0.894], [2.787, -3.467, 1.309], [1.734, -2.328, 2.418], [4.048, -0.279, 2.013], [2.242, -0.210, 2.548], [2.441, 1.122, -0.289], [1.680, 1.745, 1.362], [3.670, 3.341, 0.328], [3.865, 2.795, 2.124], [7.207, 2.113, -3.099], [7.490, 0.348, -3.792], [9.625, 0.003, -2.520], [9.769, 1.805, -3.310], [9.336, 1.524, -1.411], [7.777, -1.528, -1.782], [6.381, -1.320, -0.533], [5.613, -0.756, -3.687], [6.111, -2.536, -3.213], [4.597, -1.770, -2.384], [2.958, -5.257, -0.672], [1.866, -6.359, -2.433], [1.361, -6.709, 0.704], [1.445, -0.651, -13.225], [2.258, -0.212, -12.018], [3.718, -0.611, -12.158], [1.716, -0.807, -10.842], [1.467, -1.741, -13.337], [0.393, -0.368, -13.105], [1.827, -0.197, -14.145], [2.183, 0.875, -11.900], [3.821, -1.699, -12.233], [4.289, -0.299, -11.277], [4.168, -0.156, -13.046], [1.779, -1.772, -10.938], [-0.780, 0.593, 6.334], [-1.422, 1.408, 5.222], [-2.464, 0.596, 4.470], [-0.414, 1.841, 4.312], [-0.267, -0.287, 5.928], [-0.023, 1.186, 6.858], [-1.527, 0.257, 7.059], [-1.888, 2.304, 5.646], [-2.011, -0.283, 3.999], [-2.909, 1.192, 3.666], [-3.262, 0.261, 5.140], [0.006, 1.052, 3.932], [-6.390, 1.397, 4.639], [-6.303, -0.111, 4.469], [-7.376, -0.624, 3.521], [-6.455, -0.739, 5.739], [-7.356, 1.689, 5.064], [-5.619, 1.751, 5.333], [-6.260, 1.910, 3.681], [-5.313, -0.382, 4.085], [-8.378, -0.404, 3.907], [-7.309, -1.713, 3.418], [-7.276, -0.172, 2.530], [-7.332, -0.504, 6.087], [0.434, 5.906, 2.311], [1.842, 5.434, 2.639], [2.519, 6.362, 3.635], [2.614, 5.383, 1.442], [0.451, 6.903, 1.856], [-0.036, 5.235, 1.583], [-0.190, 5.941, 3.209], [1.804, 4.419, 3.049], [2.609, 7.376, 3.228], [3.536, 6.018, 3.852], [1.958, 6.412, 4.573], [2.653, 6.280, 1.071], [3.726, 2.541, 8.951], [2.307, 2.589, 8.408], [1.671, 3.951, 8.636], [1.521, 1.588, 9.050], [3.738, 2.721, 10.032], [4.166, 1.551, 8.791], [4.360, 3.290, 8.465], [2.315, 2.362, 7.336], [1.611, 4.181, 9.706], [0.646, 3.967, 8.251], [2.244, 4.742, 8.141], [1.508, 1.782, 10.002], [-12.083, 0.289, 7.230], [-11.414, 0.587, 5.897], [-12.047, -0.211, 4.769], [-10.028, 0.267, 5.983], [-11.979, -0.770, 7.492], [-11.609, 0.861, 8.035], [-13.148, 0.539, 7.202], [-11.490, 1.658, 5.679], [-11.942, -1.288, 4.943], [-11.547, 0.004, 3.818], [-13.111, 0.024, 4.667], [-9.950, -0.682, 6.176]], "forces_ev_per_angstrom": [[-0.248, -0.444, -0.410], [0.056, 0.336, -0.368], [-0.021, 0.508, -0.340], [0.617, -0.730, 0.165], [-0.841, 0.699, 0.791], [-0.166, -0.629, 0.019], [-0.483, -0.654, 0.348], [0.855, 1.450, 0.809], [1.126, 0.072, -0.816], [-0.349, -0.563, 1.225], [-0.926, 0.437, -1.980], [-0.774, -2.094, 1.670], [2.150, -0.464, 0.347], [0.419, -0.774, 0.034], [-1.215, -0.971, -0.205], [-2.316, 0.242, 2.663], [1.587, -0.159, -0.384], [0.769, 0.765, 0.730], [-0.176, 0.447, 0.103], [-1.080, 0.750, -0.739], [0.181, -0.862, -1.361], [-1.251, 0.247, -0.458], [2.299, -0.871, 1.498], [-2.099, 0.981, -0.373], [1.676, 1.004, -0.344], [-0.932, -0.817, 0.240], [-0.009, -1.054, 0.916], [0.339, -0.951, -0.475], [-2.157, -1.195, 1.862], [2.042, 1.063, 0.069], [-1.046, -0.878, -2.062], [1.376, 1.835, -0.684], [-1.350, 0.891, 1.914], [-0.472, 0.054, 2.663], [-1.065, -2.122, -0.806], [1.349, -1.201, 1.861], [0.746, 2.412, 0.076], [-2.196, -1.137, -0.639], [1.577, -1.857, 0.083], [-1.337, 1.879, -0.675], [0.894, -1.253, -2.023], [1.076, -0.686, 2.223], [-0.863, 2.279, 0.130], [-0.189, -1.977, -1.692], [2.106, 0.222, 0.636], [-1.217, 1.907, 1.195], [1.982, 0.244, -1.288], [1.213, -0.998, -2.096], [-1.573, -1.914, 0.753], [1.064, 0.500, -2.455], [0.233, 2.117, 1.278], [-0.262, -0.019, 2.477], [0.196, 1.999, -1.115], [-1.462, 2.111, -0.230], [0.767, -0.209, -2.098], [-2.169, 0.488, -0.994], [1.234, -0.320, -2.177], [0.439, 0.121, 2.376], [2.066, -0.965, -1.227], [0.130, -2.265, 1.546], [0.387, -0.938, -2.087], [0.635, -2.369, 0.586], [-0.154, 1.221, 1.841], [-0.537, 2.592, -0.112], [-0.949, -1.482, 1.670], [-0.087, -0.585, -2.375], [-2.198, 1.352, 0.178], [0.537, 0.650, -2.502], [0.032, -1.536, 2.023], [-0.949, 2.171, 0.860], [2.199, 0.852, -0.664], [-0.671, 0.182, -0.847], [0.150, 0.928, 0.365], [-0.700, -0.026, -0.991], [-0.285, 0.186, -0.154], [0.140, -0.607, -0.280], [0.295, 0.192, 0.116], [-0.115, -0.057, 0.183], [0.150, 0.079, 0.005], [0.178, 0.036, -0.015], [-0.054, -0.086, 0.066], [-0.085, -0.190, 0.190], [-0.103, 0.075, -0.113], [-0.101, 0.033, -0.143], [-0.013, -0.085, 0.086], [-0.025, 0.410, -0.008], [0.115, 0.202, 0.301], [0.095, -0.748, -0.090], [-0.311, 0.116, -0.121], [0.283, 0.226, -0.228], [-0.166, -0.001, -0.057], [-0.187, -0.076, 0.005], [0.120, -0.002, -0.058], [0.203, 0.015, -0.179], [0.031, 0.011, 0.158], [0.015, -0.012, 0.140], [0.076, -0.006, -0.070], [-0.256, 0.272, 0.170], [0.226, 0.252, 0.048], [-0.646, 0.280, 0.042], [-0.038, -0.274, -0.245], [0.034, -0.193, 0.254], [-0.003, -0.127, -0.142], [-0.026, -0.075, -0.147], [-0.022, -0.014, 0.096], [-0.107, -0.092, 0.233], [0.128, 0.168, -0.001], [0.097, 0.148, -0.029], [-0.044, -0.053, 0.076], [0.362, 0.038, -0.208], [-0.300, -0.229, -0.052], [-0.140, 0.670, -0.066], [0.232, -0.099, 0.272], [0.180, -0.018, -0.229], [0.089, -0.007, 0.145], [0.076, 0.030, 0.174], [0.041, 0.013, -0.117], [0.089, 0.050, -0.210], [-0.151, -0.068, 0.006], [-0.163, -0.016, -0.001], [0.065, 0.035, -0.088], [-0.044, -0.384, 0.185], [0.291, -0.178, -0.156], [0.117, 0.300, 0.621], [-0.231, 0.178, -0.233], [-0.151, -0.201, 0.062], [-0.074, 0.118, -0.096], [-0.073, 0.156, -0.056], [-0.033, -0.071, 0.090], [-0.135, -0.143, 0.171], [0.153, -0.039, -0.062], [0.172, -0.019, -0.026], [-0.071, -0.043, 0.080], [0.026, -0.056, -0.433], [-0.044, 0.240, 0.278], [-0.274, -0.613, 0.128], [-0.033, 0.106, -0.346], [0.448, -0.050, 0.008], [-0.073, 0.036, -0.151], [-0.094, -0.016, -0.155], [0.106, -0.062, 0.032], [0.248, -0.144, 0.034], [-0.076, 0.093, 0.121], [-0.097, 0.046, 0.139], [0.107, -0.068, -0.004], [-0.160, 0.372, -0.079]], "homo_lumo_gap_ev": 8.25, "e_lumo_ev": -0.02, "smiles": "CCCCCCCCCC[C@@H](O[C@H](I)CN(F)CCCSC(=S)N(CC)CC)[PH2]=N.CC(C)O.CC(C)O.CC(C)O.CC(C)O.CC(C)O.CC(C)O", "spin_multiplicity": 1}